(1)
Formula: C20H32N7O4SSeV
Source: OMol25
Level of theory: ωB97M-V with the def2-TZVPD basis set

Results
lowest unoccupied orbital energy (alpha / beta): 2.5 / 2.5 eV
energy relative to the best compared isomer or geometry (same formula, charge and spin): 10.5 kcal per mole
E_HOMO (alpha / beta): -4.00 / -5.18 eV
electronic energy: -5209.38735 a.u.
spin multiplicity: 4
expectation value of S²: 3.76
charge: -1
Kohn-Sham gap (alpha / beta): 6.5 / 7.7 eV

Structure (XYZ):
```
66
Properties=species:S:1:pos:R:3:forces:R:3:nbo_charge:R:1
V -0.57426 -0.10983 -1.25951 0.67 -0.19 -1.11 1.108
N -3.34824 0.35000 -3.97855 -0.01 0.06 -0.07 -0.836
C -1.93162 0.19820 -4.36290 -0.07 -0.22 -0.15 -0.281
C -1.15921 1.43385 -3.92364 -0.25 -0.14 -0.27 0.625
O -1.00835 2.35382 -4.75089 -0.03 0.02 0.12 -0.733
N -0.77485 1.40624 -2.66210 0.50 0.48 0.78 -0.744
C -0.09960 2.61382 -2.18101 -0.10 -0.11 -0.17 -0.351
C 0.92232 2.34191 -1.07132 -0.32 -0.85 0.09 0.789
O 1.68430 3.22008 -0.70920 0.26 0.27 0.08 -0.683
O 0.89571 1.13397 -0.55513 -0.44 0.77 -0.19 -0.875
H -3.87115 -0.47211 -4.26021 0.02 0.04 -0.02 0.350
H -3.73151 1.13747 -4.49369 -0.01 -0.04 0.06 0.357
H -1.78986 0.11114 -5.44662 -0.03 -0.09 0.05 0.177
H -1.55171 -0.70788 -3.87963 0.01 0.11 -0.01 0.199
H -0.83283 3.32066 -1.76858 0.07 0.04 0.01 0.199
H 0.39141 3.13795 -3.00523 0.04 0.00 0.09 0.232
Se -1.60305 -4.48892 0.46500 0.02 0.77 -0.48 -0.357
C -1.57482 -2.97502 -0.57128 -0.04 -1.01 0.73 0.166
N -1.54040 -1.99900 -1.20214 -0.05 0.19 -0.08 -0.658
C 3.74668 0.16267 -0.06114 -0.07 0.12 0.02 -0.415
N 2.86438 -0.72971 -0.79793 0.13 -0.48 0.26 -0.405
C 1.98928 -1.53915 0.03381 0.16 -0.02 -0.09 -0.379
C 2.64010 -0.60761 -2.10511 0.03 0.49 -0.02 0.380
S 1.27209 -1.20785 -2.86571 -0.17 -0.17 0.13 -0.162
N 3.60372 0.11093 -2.80205 -0.09 -0.32 -0.16 -0.473
C 3.21033 0.66272 -4.08736 0.03 0.05 -0.09 -0.406
C 4.92694 -0.49714 -2.83633 0.08 0.06 0.13 -0.402
H 3.15699 0.64413 0.71975 0.02 0.06 -0.06 0.233
H 4.12988 0.93022 -0.72769 -0.05 0.00 0.11 0.240
H 4.57172 -0.39331 0.39202 0.03 -0.02 -0.02 0.180
H 2.46957 -1.66116 1.00436 -0.02 -0.04 -0.02 0.204
H 1.80537 -2.51436 -0.41189 -0.04 0.02 -0.06 0.237
H 1.03314 -1.02840 0.19157 0.14 -0.08 0.14 0.194
H 2.24969 1.16486 -4.00441 0.01 0.00 0.02 0.243
H 3.12976 -0.10719 -4.86280 0.02 0.02 -0.01 0.187
H 3.96907 1.39121 -4.37560 0.00 0.01 -0.03 0.193
H 5.19083 -0.90045 -1.86161 0.00 -0.01 -0.02 0.207
H 5.67168 0.25213 -3.10640 -0.02 0.03 -0.02 0.201
H 4.96384 -1.31182 -3.57112 0.01 0.01 -0.02 0.182
C 0.31787 -1.76615 3.22370 0.11 -0.05 -0.02 -0.628
C -1.17379 -1.68773 3.48175 -0.18 0.10 0.17 -0.212
N -1.56873 -0.49089 4.23612 0.05 -0.22 -0.20 -0.429
C -1.16832 -0.42352 5.63539 -0.11 -0.11 0.03 -0.214
C -0.06601 0.59174 5.87838 0.08 0.06 0.05 -0.615
C -2.42360 0.46062 3.79312 0.10 0.16 -0.25 0.667
O -2.89089 1.31849 4.52930 -0.11 0.01 0.13 -0.636
C -2.75299 0.48590 2.32582 0.14 0.02 0.17 -0.159
C -4.07368 0.56557 1.91805 -0.15 0.02 0.05 -0.121
C -4.35926 0.64829 0.56845 0.02 0.05 -0.22 -0.246
C -3.31659 0.62986 -0.34434 -0.05 -0.03 0.07 0.066
N -2.04304 0.55653 0.05489 -0.28 0.19 0.18 -0.488
C -1.76453 0.52352 1.35652 -0.13 0.04 0.11 0.065
H 0.52448 -2.63288 2.59501 0.01 -0.04 -0.01 0.239
H 0.88477 -1.87017 4.15119 -0.01 0.00 0.01 0.199
H 0.68026 -0.87381 2.71103 -0.03 0.02 -0.01 0.205
H -1.50395 -2.55882 4.05572 0.05 -0.03 -0.02 0.195
H -1.72213 -1.73295 2.54562 -0.01 0.05 -0.03 0.235
H -0.84173 -1.42680 5.91568 0.03 0.03 0.05 0.190
H -2.04798 -0.17636 6.23311 0.05 0.02 -0.01 0.218
H 0.83164 0.33481 5.31593 0.02 0.00 -0.01 0.204
H 0.19093 0.62738 6.93806 0.01 -0.01 0.02 0.204
H -0.38823 1.58681 5.57545 -0.05 -0.01 -0.01 0.227
H -4.86020 0.57066 2.66157 0.00 0.00 0.01 0.226
H -5.37516 0.71566 0.20536 -0.02 -0.01 0.05 0.221
H -3.47642 0.65533 -1.41955 0.02 -0.02 0.02 0.248
H -0.71008 0.54184 1.61094 0.00 -0.07 0.02 0.216
```
Forces are in eV/Å.


(2)
Formula: C20H32NO12PS2
Source: OMol25
Level of theory: ωB97M-V with the def2-TZVPD basis set

Results
lowest unoccupied orbital energy: 0.5 eV
E_HOMO: -9.25 eV
electronic energy: -2876.78563 a.u.
spin multiplicity: 1
Kohn-Sham gap: 9.7 eV

Structure (XYZ):
```
68
Properties=species:S:1:pos:R:3:forces:R:3:nbo_charge:R:1
C 1.33854 1.75341 1.59058 -0.37 0.29 -0.21 -0.634
C 0.42409 2.65131 0.76225 0.71 0.11 0.23 0.068
C 1.15360 3.92347 0.40276 -0.14 -0.24 -0.11 -0.088
O 0.26002 4.77257 -0.34179 0.03 0.10 0.13 -0.519
C 0.82503 5.79526 -0.99203 0.24 0.00 -0.22 0.786
O 2.00955 5.96028 -1.11681 -0.08 0.01 0.16 -0.575
C -0.20518 6.73065 -1.58678 -0.18 -0.36 0.36 -0.675
S -1.25261 7.50801 -0.33693 -0.03 0.13 -0.17 0.572
O -2.68540 6.64034 -0.62204 0.11 -0.14 -0.10 -0.953
P -3.33245 6.01956 0.70721 -0.33 0.69 0.85 2.554
O -3.36653 6.95991 1.82562 0.01 -0.19 -0.21 -1.083
O -2.55917 4.67205 1.01988 0.02 0.11 -0.14 -0.979
O -4.77713 5.56243 0.23824 0.42 -0.31 -0.50 -0.770
C -5.00392 4.49541 -0.62601 -0.18 -0.08 0.04 0.331
C -4.28961 4.27283 -1.78641 -0.01 -0.08 0.00 -0.326
C -4.65979 3.18130 -2.56649 0.07 0.17 0.02 0.046
N -5.65586 2.34960 -2.28459 0.05 -0.04 0.12 -0.421
C -6.32341 2.58609 -1.15564 0.07 0.21 -0.11 0.056
C -6.04042 3.64143 -0.30569 -0.19 -0.02 0.21 -0.292
O 0.12799 1.99737 -0.48575 -0.41 0.42 -0.04 -0.510
C -1.14358 1.63655 -0.69356 -0.16 -0.31 0.19 0.795
O -1.93122 1.38074 0.17839 0.02 0.25 0.00 -0.577
C -1.50069 1.52608 -2.15595 0.17 0.09 -0.03 -0.626
S -0.87525 2.87020 -3.19695 0.05 -0.04 -0.18 -0.007
H 2.04280 2.33718 2.18265 -0.06 0.04 0.12 0.204
H 0.74269 1.12056 2.24056 0.13 -0.17 0.02 0.233
H 1.89967 1.12764 0.90604 0.07 -0.10 0.11 0.255
H -0.48963 2.91671 1.28880 -0.22 -0.29 -0.13 0.201
H 1.43319 4.43172 1.32528 0.15 0.13 -0.06 0.192
H 2.03445 3.68266 -0.18718 0.09 0.17 -0.05 0.216
H -0.88395 6.15756 -2.21765 0.00 0.13 -0.17 0.261
H 0.30222 7.49986 -2.15868 -0.01 0.03 -0.07 0.260
H -1.97476 4.86959 1.76585 0.04 -0.25 0.02 0.522
H -3.47967 4.91507 -2.09107 0.03 0.06 -0.03 0.236
H -4.10347 2.98968 -3.47509 0.00 -0.05 -0.11 0.202
H -7.13957 1.91625 -0.91840 -0.01 -0.08 -0.02 0.198
H -6.62113 3.80207 0.59104 0.02 0.01 0.04 0.236
H -2.58189 1.46256 -2.22883 0.01 -0.19 0.03 0.247
H -1.03987 0.61845 -2.54596 -0.09 -0.05 -0.08 0.256
H -1.29194 3.86894 -2.41333 -0.06 0.04 0.10 0.107
O 1.86032 -1.16078 1.16363 0.02 -0.18 0.01 -0.589
C 2.74614 -1.96649 1.26366 -0.02 -0.10 -0.19 0.803
O 4.00449 -1.50148 1.42930 0.01 0.09 0.12 -0.511
C 5.11406 -2.35953 1.70696 0.13 -0.09 -0.04 -0.068
C 5.70322 -2.95968 0.44739 -0.11 0.02 -0.08 -0.638
C 2.50620 -3.44892 1.13445 0.05 0.02 0.37 -0.749
H 4.83548 -3.12334 2.43418 -0.03 -0.01 -0.02 0.174
H 5.84580 -1.71408 2.19029 -0.03 0.05 0.00 0.195
H 4.98432 -3.59633 -0.06808 0.01 -0.05 0.04 0.214
H 6.58176 -3.55868 0.68883 0.01 0.01 0.01 0.217
H 5.99725 -2.16807 -0.24157 0.04 0.01 0.02 0.219
H 2.46840 -3.71451 0.07992 -0.03 -0.03 -0.01 0.273
H 1.53964 -3.67392 1.57699 -0.08 0.05 -0.14 0.246
H 3.24947 -4.07039 1.62655 0.05 -0.01 -0.10 0.214
O 1.37314 -5.71689 -0.89129 0.02 0.02 -0.06 -0.579
C 1.01318 -6.72454 -0.34856 0.06 -0.12 -0.09 0.802
O 1.50222 -6.99771 0.87904 -0.02 0.11 0.09 -0.509
C 1.02648 -8.08391 1.68133 -0.01 -0.16 0.06 -0.069
C 1.70464 -9.39258 1.33437 0.05 0.05 -0.12 -0.637
C 0.09445 -7.71230 -1.02813 -0.25 0.09 0.17 -0.744
H -0.06040 -8.15445 1.62437 0.00 0.00 -0.04 0.176
H 1.27084 -7.79725 2.70258 0.02 0.06 -0.01 0.199
H 1.49375 -9.69626 0.30910 -0.05 -0.02 0.01 0.208
H 1.36418 -10.18330 2.00297 0.00 0.01 0.02 0.221
H 2.78526 -9.29186 1.43259 0.00 -0.01 0.05 0.220
H 0.69284 -8.34324 -1.68419 0.01 -0.01 -0.01 0.247
H -0.61108 -7.14982 -1.63364 0.10 0.03 -0.10 0.251
H -0.47183 -8.34305 -0.34860 0.08 -0.06 0.00 0.218
```
Forces are in eV/Å.